This record from the OMol25 dataset describes one molecule with the formula C3H4BN at a distorted geometry. The level of theory is ωB97M-V/def2-TZVPD.

Its electronic energy is -196.22385 Ha. The value obtained for the HOMO energy is -10.66 eV. The largest force on an atom is 4.21 eV/A.

```
9
Properties=species:S:1:pos:R:3:lowdin_charge:R:1
B 0.629 0.385 1.320 0.132
C -0.071 0.127 -0.220 -0.306
C 0.106 -1.089 -0.743 0.033
C -0.945 1.186 -0.690 -0.238
N -1.576 2.071 -1.084 0.148
H 1.366 -0.536 1.465 0.011
H 0.362 1.231 2.161 0.029
H -0.645 -1.404 -1.585 0.107
H 0.773 -1.972 -0.623 0.085
```

This record from the OMol25 dataset describes one molecule with the formula C5H9NO at a distorted geometry. The level of theory is ωB97M-V/def2-TZVPD.

Its electronic energy is -325.85560 Ha. The value obtained for the HOMO energy is -9.19 eV. The largest force on an atom is 1.48 eV/A.

```
16
Properties=species:S:1:pos:R:3:lowdin_charge:R:1
C 1.150 1.781 -1.649 -0.032
N 0.443 1.347 -0.704 -0.037
C -0.007 -0.048 -0.792 -0.231
C 0.060 -0.533 0.645 -0.337
C -0.772 -1.798 0.850 -0.073
C -0.451 0.708 1.476 -0.250
O -0.015 0.924 2.579 0.037
H 1.716 2.714 -1.657 0.075
H 1.291 1.174 -2.531 0.067
H 0.600 -0.689 -1.455 0.122
H -1.046 -0.075 -1.150 0.126
H 1.120 -0.740 0.930 0.152
H -1.823 -1.593 0.621 0.081
H -0.693 -2.126 1.888 0.080
H -0.445 -2.615 0.189 0.082
H -1.170 1.475 1.007 0.137
```

This record from the OMol25 dataset describes a 2-piece molecular cluster, C5H8N4O4S overall at a distorted geometry. The level of theory is ωB97M-V/def2-TZVPD.

Its electronic energy is -1113.18830 Ha. The value obtained for the HOMO energy (spin up / spin down) is -7.74 / -7.47 eV. The largest force on an atom is 3.95 eV/A.

```
22
Properties=species:S:1:pos:R:3:lowdin_charge:R:1
C 1.239 -0.509 -0.445 -0.344
C 2.493 -0.287 0.012 -0.340
C 1.341 1.694 -0.564 -0.464
C 0.650 -1.838 -0.683 -0.008
C -0.654 0.619 -1.368 0.101
N 0.541 0.593 -0.793 -0.112
N 0.429 0.467 2.168 0.024
N 3.650 -1.166 0.416 -0.368
N 1.057 3.062 -0.917 -0.427
O 3.522 -2.382 0.229 0.070
O -0.032 3.352 -1.363 0.042
O 4.561 -0.545 0.872 0.068
O 1.930 3.825 -0.626 0.019
S 2.861 1.414 0.055 1.187
H -0.214 -1.914 -0.060 0.074
H 1.384 -2.697 -0.468 0.111
H 0.246 -1.806 -1.771 0.125
H 0.716 -0.522 2.254 0.033
H -0.926 1.715 -1.410 0.089
H -1.113 -0.290 -1.438 0.032
H -0.616 0.346 2.342 0.056
H 0.577 0.996 3.033 0.031
```

This record from the OMol25 dataset describes an isolated ion of composition C4H6NO2 and charge +1 at a distorted geometry. The level of theory is ωB97M-V/def2-TZVPD.

Its electronic energy is -360.84568 Ha. Its charge is +1. The value obtained for the HOMO energy is -14.30 eV. The largest force on an atom is 5.20 eV/A.

```
13
Properties=species:S:1:pos:R:3:lowdin_charge:R:1
C 1.129 0.035 0.282 0.120
C -0.613 0.663 -1.022 0.051
C 1.442 1.239 -0.536 -0.078
C -1.059 -1.118 0.656 -0.218
N -0.094 -0.229 -0.027 0.013
O -2.264 -0.595 0.470 0.016
O 0.297 1.470 -1.325 0.065
H 1.609 -0.444 1.065 0.154
H 1.659 2.091 0.098 0.157
H 2.420 0.935 -1.304 0.253
H -0.865 -2.094 0.249 0.156
H -2.803 -0.973 -0.286 0.170
H -0.857 -0.981 1.679 0.141
```

This record from the OMol25 dataset describes one molecule with the formula C5H6S at a distorted geometry. The level of theory is ωB97M-V/def2-TZVPD.

Its electronic energy is -592.20292 Ha. The value obtained for the HOMO energy is -8.82 eV. The largest force on an atom is 3.18 eV/A.

```
12
Properties=species:S:1:pos:R:3:lowdin_charge:R:1
C -0.816 -1.689 -1.632 0.166
C 0.084 -1.080 -1.111 -0.199
C 1.122 -0.484 -0.396 -0.814
S 2.705 -0.527 -0.672 0.768
C 0.541 0.219 0.875 -0.246
C -0.618 1.188 0.593 -0.098
H -1.608 -2.238 -2.139 0.054
H 1.247 0.785 1.368 0.068
H 0.180 -0.563 1.477 0.098
H -0.340 2.123 0.197 0.053
H -1.058 1.461 1.529 0.061
H -1.438 0.805 -0.089 0.089
```

This record from the OMol25 dataset describes a 4-piece molecular cluster, C22H48NO10PS3 overall at a distorted geometry. The level of theory is ωB97M-V/def2-TZVPD.

Its electronic energy is -3210.00870 Ha. The value obtained for the HOMO energy is -8.32 eV. The largest force on an atom is 1.78 eV/A.

```
85
Properties=species:S:1:pos:R:3:lowdin_charge:R:1
C -1.201 -0.492 3.961 -0.116
O -2.482 -0.836 3.462 -0.212
C -2.446 -1.034 2.036 -0.232
C -3.664 -0.318 1.440 -0.169
C -3.434 0.238 0.016 -0.236
C -2.240 1.225 -0.036 -0.299
P -0.969 0.900 -1.352 0.769
N -0.890 -0.856 -0.943 -0.202
C -0.891 2.762 -1.760 -0.321
C 0.308 3.240 -2.573 -0.278
C 0.286 4.552 -3.002 -0.066
C 1.304 5.123 -3.701 -0.048
C 2.429 4.369 -4.004 -0.280
C 3.571 5.028 -4.744 -0.040
C 2.441 3.068 -3.609 -0.065
C 1.415 2.489 -2.903 -0.094
H -0.464 -1.185 3.541 0.089
H -0.917 0.551 3.766 0.087
H -1.220 -0.603 5.048 0.078
H -1.493 -0.658 1.665 0.078
H -2.506 -2.108 1.825 0.123
H -4.494 -1.029 1.418 0.109
H -3.912 0.523 2.090 0.116
H -4.337 0.817 -0.203 0.102
H -3.397 -0.556 -0.728 0.087
H -1.708 1.284 0.916 0.086
H -2.664 2.219 -0.182 0.068
H 0.396 0.963 -0.941 0.027
H -1.365 0.589 -2.687 0.045
H 0.038 -1.227 -1.113 0.011
H -1.565 -1.349 -1.524 -0.006
H -1.813 3.076 -2.263 0.085
H -0.841 3.289 -0.797 0.084
H -0.588 5.154 -2.766 0.115
H 1.247 6.160 -4.012 0.112
H 4.006 4.379 -5.503 0.080
H 3.189 5.950 -5.186 0.070
H 4.342 5.351 -4.039 0.084
H 3.325 2.477 -3.838 0.110
H 1.473 1.455 -2.600 0.072
C -1.582 -1.542 -7.221 -0.072
C -2.627 -2.497 -6.677 -0.251
O -2.035 -3.620 -5.995 -0.262
S -1.492 -3.393 -4.518 0.557
C -1.304 -5.089 -4.088 -0.120
O -2.536 -2.821 -3.720 -0.287
O -0.200 -2.787 -4.583 -0.276
H -1.051 -1.037 -6.414 0.071
H -2.054 -0.783 -7.845 0.082
H -0.841 -2.080 -7.812 0.085
H -3.329 -1.984 -6.017 0.114
H -3.205 -2.918 -7.498 0.121
H -2.282 -5.562 -4.087 0.075
H -0.864 -5.126 -3.093 0.078
H -0.642 -5.562 -4.809 0.076
C 8.143 0.814 0.065 -0.074
C 7.090 0.086 -0.747 -0.256
O 5.756 0.505 -0.405 -0.263
S 5.234 1.891 -0.995 0.574
C 3.530 1.664 -0.619 -0.129
O 5.420 1.882 -2.415 -0.280
O 5.751 2.958 -0.198 -0.270
H 8.184 1.870 -0.198 0.072
H 9.127 0.379 -0.117 0.080
H 7.917 0.752 1.130 0.084
H 7.259 0.209 -1.818 0.114
H 7.131 -0.980 -0.533 0.121
H 3.155 0.818 -1.188 0.068
H 3.004 2.571 -0.902 0.066
H 3.429 1.490 0.450 0.080
C -3.182 -3.172 6.523 -0.069
C -3.964 -2.436 7.591 -0.249
O -3.380 -2.594 8.900 -0.265
S -2.098 -1.721 9.253 0.564
C -2.112 -2.006 10.990 -0.124
O -2.390 -0.345 8.993 -0.275
O -0.940 -2.341 8.690 -0.275
H -2.204 -2.718 6.371 0.063
H -3.717 -3.148 5.573 0.082
H -3.018 -4.210 6.814 0.084
H -4.064 -1.377 7.349 0.115
H -4.970 -2.846 7.661 0.120
H -3.018 -1.576 11.409 0.074
H -1.234 -1.517 11.408 0.076
H -2.067 -3.077 11.171 0.074
```